Entry from OMol25: a molecular structure, C22H28CrF3O21 in a non-equilibrium geometry (ωB97M-V/def2-TZVPD).

Expectation value of S² = 6.0057
Total charge = +1
Lowest unoccupied orbital energy (spin up / spin down) = -1.635 / -1.635 eV
Energy relative to the best compared isomer or geometry (same formula, charge and spin) = 0.0 kcal/mol
Multiplicity = 5
Kohn-Sham gap (spin up / spin down) = 8.21 / 9.69 eV
M = 737.44 g/mol

Last column: Mulliken charge in e.
CARTESIAN COORDINATES (ANGSTROEM)
O (0.145, -0.236, -1.351)  0.40
C (-3.059, -1.860, -0.630)  0.21
H (3.097, 4.583, 3.527)  0.30
H (1.391, -4.085, 1.074)  0.25
O (-2.822, -3.216, -0.480)  -0.18
C (0.386, -3.791, 1.366)  -0.48
H (4.889, 1.817, -3.471)  0.34
C (5.496, 1.594, -2.598)  -1.52
H (1.140, -3.908, 3.376)  0.34
H (3.365, 5.333, 1.955)  0.31
C (-0.942, -4.210, 3.531)  -1.43
Cr (-0.467, 1.234, 0.211)  1.28
H (2.705, -1.969, -4.207)  0.34
H (5.930, 2.520, -2.213)  0.37
O (-0.039, 2.942, 1.673)  -0.26
O (1.926, 1.419, 0.276)  -0.28
H (0.792, -1.163, -6.613)  0.40
O (-3.687, 1.757, 3.402)  -0.32
F (-4.174, 0.948, 5.446)  -0.30
O (-2.223, 1.270, 1.778)  0.01
H (6.334, 1.005, -2.981)  0.41
C (3.028, 1.227, -0.127)  0.37
C (-1.330, 2.854, -1.594)  0.84
H (5.812, 1.968, 0.068)  0.33
O (-1.698, 3.717, -2.554)  -0.51
C (-4.631, 1.048, 4.162)  0.29
C (0.560, -1.505, -4.491)  0.47
H (1.337, 6.138, 3.880)  0.28
C (-3.035, 0.919, 2.567)  0.15
O (-3.435, -0.351, 2.763)  -0.21
O (-0.229, -0.990, -3.416)  -0.24
O (-0.142, 2.914, -1.121)  -0.87
C (-4.656, -0.327, 3.500)  -0.48
O (0.322, 4.912, 2.650)  -0.32
C (0.114, -1.584, 1.745)  0.45
O (3.402, 1.235, -1.405)  -0.22
H (-3.926, -4.901, -1.012)  0.28
C (-4.861, -2.927, -1.409)  -0.52
H (5.944, 0.200, 0.206)  0.30
C (0.240, -3.543, 2.875)  0.44
H (-5.484, -3.055, -2.287)  0.34
F (-3.096, -3.996, -2.567)  -0.29
O (-4.181, -1.673, -1.360)  -0.31
H (-5.508, -0.454, 2.831)  0.31
C (5.284, 1.021, -0.060)  -0.57
H (-1.902, -3.801, 3.219)  0.30
C (1.421, 5.770, 2.861)  0.26
H (2.362, -0.259, -4.508)  0.28
O (4.090, 1.050, 0.696)  -0.32
O (0.053, -0.407, 1.534)  -0.34
H (-0.849, -4.269, 4.614)  0.39
O (2.057, 3.742, 1.926)  -0.15
C (0.726, 3.775, 2.042)  0.09
O (1.836, -1.002, -2.627)  -0.16
C (4.795, 0.839, -1.506)  0.57
H (-0.919, -5.265, 3.230)  0.39
C (1.985, -1.172, -4.041)  -0.56
O (0.080, -2.513, 0.791)  -0.08
H (-5.487, -3.027, -0.517)  0.28
H (-5.558, 1.611, 4.159)  0.31
H (-0.884, -1.093, -6.011)  0.36
F (1.356, 6.808, 1.989)  -0.29
C (-3.702, -3.886, -1.328)  0.27
H (0.442, -2.587, -4.592)  0.27
H (0.212, 0.241, -5.692)  0.36
C (2.618, 4.861, 2.587)  -0.45
C (0.154, -0.845, -5.790)  -1.52
H (-4.655, -1.141, 4.219)  0.29
C (0.554, -0.689, -2.375)  0.44
O (0.211, -2.115, 2.966)  -0.37
H (-0.343, -4.514, 1.006)  0.24
O (-2.103, 1.979, -1.173)  -0.71
H (4.743, -0.230, -1.745)  0.24
H (-0.942, 4.312, -2.645)  0.34
O (-2.365, -1.005, -0.205)  -0.21

***

Entry from OMol25: 5 unconnected molecules or ions with the total composition C22H28F3NO18P in a non-equilibrium geometry (ωB97M-V/def2-TZVPD).

Total charge = +1
Lowest unoccupied orbital energy = -5.441 eV
Kohn-Sham gap = 6.95 eV
M = 682.42 g/mol

Last column: Mulliken charge in e.
CARTESIAN COORDINATES (ANGSTROEM)
C (-1.774, -1.601, 0.174)  0.09
H (-4.910, 1.842, 5.870)  0.28
O (3.226, -1.901, 4.379)  -0.35
C (-1.500, 0.013, -6.736)  -0.32
C (2.180, -0.936, 4.312)  1.15
H (-0.926, -5.532, 0.224)  0.42
H (1.415, -1.483, -0.897)  0.28
O (-3.262, 1.181, 4.828)  -0.29
C (2.874, 0.339, 4.703)  -0.39
H (-5.404, -0.172, 3.620)  0.23
C (-0.226, -3.499, 0.826)  -0.42
O (-2.558, -0.876, -6.396)  -0.32
P (-1.276, 0.987, -0.977)  0.88
H (0.466, 0.030, -5.829)  0.29
C (1.672, 4.378, -0.922)  -0.32
H (2.233, -2.606, 0.244)  0.19
C (-0.540, -2.046, 0.824)  0.65
O (-1.753, 1.122, -2.399)  -0.66
N (-2.278, -3.978, -0.393)  0.05
C (2.033, 5.553, -2.801)  0.56
H (-2.428, 0.290, 1.131)  -0.35
F (2.774, -0.489, -2.834)  -0.15
H (2.627, 2.897, -2.189)  0.14
O (-4.595, 1.646, 3.088)  -0.31
C (2.113, -1.516, -0.025)  -0.21
H (1.748, -0.882, 3.330)  -0.93
C (-2.298, -0.142, 0.093)  0.00
H (-4.673, 0.083, 5.894)  0.30
H (3.316, 0.855, 3.847)  0.27
H (2.268, 4.006, -0.089)  0.29
H (0.157, -1.379, -6.864)  0.27
O (3.920, -0.119, 5.557)  -0.33
O (-2.393, 2.137, 2.979)  -0.51
O (2.233, 5.575, -1.454)  -0.36
H (-6.384, 1.238, 4.071)  0.30
C (-2.158, -1.597, -5.320)  0.66
C (-0.296, -0.673, -6.164)  -0.28
H (0.859, 2.742, -2.089)  -0.43
O (-0.837, -1.401, -5.061)  -0.28
O (-1.419, 2.522, -0.290)  -0.47
C (1.687, 3.450, -2.104)  0.67
H (0.671, 0.544, -1.917)  0.29
H (1.394, -1.217, 5.019)  0.29
O (1.575, 4.337, -3.210)  -0.35
H (0.733, -3.786, 1.311)  0.56
C (-5.368, 0.856, 3.991)  -0.26
H (-2.908, -4.676, -0.804)  0.32
C (-4.601, 0.978, 5.277)  -0.38
C (-3.329, 1.695, 3.577)  0.64
C (3.549, -1.369, -2.119)  0.49
O (-2.872, -2.312, -4.683)  -0.57
H (4.529, 0.363, 0.328)  0.36
H (-1.433, 0.144, -7.815)  0.30
F (4.824, -1.426, -2.621)  -0.26
O (-0.069, -0.345, 2.411)  -0.55
O (3.806, 0.311, -0.321)  -0.49
H (-1.775, 2.382, 0.627)  0.33
H (-3.335, -0.167, -0.350)  0.64
C (3.541, -1.058, -0.571)  -0.12
C (0.402, -1.010, 1.500)  0.58
H (0.660, 4.588, -0.567)  0.28
O (2.232, 6.474, -3.524)  -0.51
O (5.096, -2.043, 5.636)  -0.51
H (-1.690, 0.984, -6.272)  0.26
H (2.216, 1.029, 5.230)  0.31
O (1.692, -0.755, 1.120)  -0.46
H (4.348, -1.697, -0.130)  0.50
O (0.338, 0.641, -1.005)  -0.30
H (-3.569, -2.394, -0.953)  0.42
C (4.173, -1.415, 5.231)  0.62
C (-2.617, -2.643, -0.434)  -0.79
F (3.011, -2.633, -2.341)  -0.29
C (-1.133, -4.438, 0.215)  -0.63

***

Entry from OMol25: a molecular structure, C22H28F4IN5OW (ωB97M-V/def2-TZVPD).

Total charge = +2
Lowest unoccupied orbital energy (spin up / spin down) = -6.863 / -6.822 eV
Kohn-Sham gap (spin up / spin down) = 6.87 / 6.94 eV
M = 765.24 g/mol

Last column: Mulliken charge in e.
CARTESIAN COORDINATES (ANGSTROEM)
H (-3.690, 1.187, -2.445)  0.66
H (1.871, 1.763, 2.828)  0.33
C (-3.840, 1.076, 1.583)  -1.05
C (0.443, -1.882, -4.180)  0.06
W (0.028, -0.722, 0.648)  2.23
H (1.246, -3.276, 1.851)  0.62
C (1.630, -1.941, -4.881)  -0.51
H (-2.900, -0.388, -2.435)  0.24
F (3.923, -1.451, -4.871)  -0.27
C (0.402, -1.395, -2.892)  0.04
C (1.536, -0.962, -2.202)  0.06
C (0.289, -2.827, 1.635)  -0.42
H (-1.919, 1.066, -2.457)  0.23
C (3.773, 1.259, 1.459)  -0.92
H (-2.468, -1.148, 2.340)  0.83
C (-0.616, 2.482, 1.011)  -1.63
H (3.336, -1.669, 2.626)  0.34
H (-0.207, -3.663, -0.375)  0.50
C (-0.484, -3.061, 0.476)  -0.77
C (2.755, -1.467, -4.244)  0.06
H (4.433, 0.283, 3.231)  0.49
H (-4.915, 2.296, -1.158)  0.40
C (-0.428, -1.979, 2.533)  -0.96
C (-1.676, -2.348, 0.633)  -0.66
C (1.597, 2.030, 0.367)  -1.63
C (2.722, -0.979, -2.943)  0.16
C (0.815, 1.563, 2.698)  -0.89
H (-2.471, -2.308, -0.094)  0.50
F (3.874, -0.480, -2.466)  -0.32
H (0.247, 2.371, 3.151)  0.41
C (-1.661, -1.712, 1.911)  -0.07
H (-0.227, 3.454, 1.313)  0.61
F (-0.796, -1.284, -2.286)  -0.13
N (2.888, -0.801, 2.358)  -0.64
H (1.673, -2.314, -5.894)  0.55
H (-2.917, 0.693, 1.992)  0.13
H (-1.466, 2.230, 1.631)  0.49
N (0.480, 1.480, 1.221)  0.12
H (0.570, 0.628, 3.191)  0.19
C (3.788, 0.286, 2.362)  -0.48
H (3.507, -0.687, -0.501)  1.34
C (2.860, 1.197, 0.261)  0.51
N (1.385, -0.505, -0.867)  0.25
F (-0.701, -2.278, -4.735)  -0.28
C (-2.840, 0.635, -2.069)  -1.13
H (-3.972, 2.112, 1.894)  0.41
H (3.408, 1.609, -0.592)  0.67
N (-3.817, 1.005, 0.122)  0.34
H (1.845, 3.024, 0.748)  0.42
C (-5.077, 1.429, -0.523)  -1.13
H (-5.513, 0.615, -1.099)  0.39
O (-1.683, 0.275, 0.010)  -1.21
I (4.949, 2.930, 1.691)  0.27
H (2.311, -1.967, 0.873)  0.75
H (-0.119, -1.701, 3.528)  0.61
H (-4.682, 0.493, 1.954)  0.42
H (1.166, 2.150, -0.626)  0.69
H (-0.904, 2.511, -0.035)  0.45
H (-5.769, 1.705, 0.266)  0.40
C (2.605, -0.260, -0.082)  -0.77
N (2.167, -1.000, 1.130)  -0.84
C (-2.764, 0.619, -0.577)  0.54

***

Entry from OMol25: a molecular structure, C22H28F5NO4SSiSn in a non-equilibrium geometry (ωB97M-V/def2-TZVPD).

Total charge = +2
Lowest unoccupied orbital energy = -9.892 eV
Energy relative to the best compared isomer or geometry (same formula, charge and spin) = 30.5 kcal/mol
Kohn-Sham gap = 5.14 eV
M = 644.32 g/mol

Last column: Mulliken charge in e.
CARTESIAN COORDINATES (ANGSTROEM)
C (-0.567, 5.631, -0.916)  -1.06
H (-3.386, -1.994, 1.278)  0.06
H (-1.266, 5.123, -0.273)  0.36
H (-0.542, -5.419, 1.454)  0.36
C (1.962, 0.980, 1.742)  -0.28
O (-1.323, -3.931, 0.253)  -0.24
H (0.365, 3.694, -3.157)  0.28
C (-2.914, -2.911, -1.299)  -0.31
O (-1.500, -2.392, 2.659)  -0.20
F (4.122, -3.551, -4.233)  -0.22
C (1.492, -1.603, -1.637)  -0.43
N (0.972, 0.882, 0.785)  -0.07
C (-1.712, -0.049, 2.936)  -0.70
C (0.693, 1.983, -0.029)  0.51
H (-2.708, -0.028, 3.368)  0.59
H (-0.419, -4.000, 3.514)  0.39
C (-1.182, -4.527, 1.569)  -0.57
H (-3.419, -4.033, 0.522)  0.45
H (-3.795, -3.141, -1.944)  0.38
H (3.411, 5.713, -0.404)  0.34
C (1.976, -2.712, -3.765)  0.24
C (-3.137, 0.143, 0.952)  -1.15
C (1.366, 3.952, -2.680)  -1.13
Si (1.085, 4.739, -0.942)  0.53
C (3.320, -2.918, -3.379)  0.46
C (1.067, -2.168, -2.844)  0.24
C (-2.648, -4.078, -0.310)  -0.47
F (-0.280, -2.464, -2.982)  -0.29
H (-1.199, -1.377, 4.480)  0.34
H (2.098, 6.609, 0.351)  0.38
H (0.396, -3.156, 2.244)  0.21
F (4.963, -2.793, -1.758)  -0.25
F (3.304, -1.416, -0.017)  -0.23
C (2.595, 2.164, 2.004)  -1.14
H (-3.810, 0.656, 1.672)  0.56
H (-4.680, -1.228, 0.279)  0.46
C (-0.967, -1.300, 3.385)  -0.55
C (1.298, 3.265, 0.249)  0.20
F (1.574, -3.003, -5.002)  -0.25
H (0.118, -1.207, 3.297)  0.33
H (2.253, 0.000, 2.177)  0.49
C (3.681, -2.555, -2.104)  0.28
H (-2.729, -5.058, -0.843)  0.39
H (-1.129, 0.789, 3.358)  0.26
C (2.804, -1.842, -1.215)  0.29
C (-3.628, -1.222, 0.471)  0.08
H (1.886, 3.003, -2.578)  0.35
H (2.363, 6.855, -1.333)  0.35
H (3.310, 2.244, 2.811)  0.44
H (1.954, 4.650, -3.348)  0.36
Sn (-0.200, -0.622, -0.454)  1.15
H (-3.094, 0.852, 0.113)  0.24
C (-0.631, -3.526, 2.564)  -0.47
H (-1.009, 5.472, -1.936)  0.32
C (2.381, 6.092, -0.545)  -1.22
S (-0.238, 1.645, -1.434)  -0.23
C (2.224, 3.326, 1.296)  -0.19
H (-2.260, -4.870, 1.882)  0.34
O (-1.811, 0.050, 1.492)  -0.07
H (-2.026, -2.795, -1.939)  -0.06
H (2.589, 4.278, 1.560)  0.64
H (-0.481, 6.694, -0.652)  0.34
O (-2.931, -1.598, -0.766)  -0.22

***

Calculated total energy? In order: -102838.513; -79049.246; -53545.895; -71059.861 eV.